A 3-piece molecular cluster, C23H56N6O4P3S overall at a distorted geometry. Source: the OMol25 dataset; level of theory: ωB97M-V/def2-TZVPD.

Last column: Löwdin charge in e.
CARTESIAN COORDINATES (ANGSTROEM)
C1 3.609 -1.443 2.899  0.10
C2 2.705 -0.868 2.123  -0.31
S1 1.258 -0.476 1.002  0.77
C3 0.505 1.046 1.760  -0.38
C4 -0.753 1.662 0.952  -0.21
C5 -1.883 0.590 0.524  -0.16
C6 -2.137 -0.593 1.588  -0.20
O1 -3.463 -1.175 1.266  -0.09
C7 -3.662 -2.267 2.176  -0.24
O2 -4.821 -2.482 2.641  0.04
P1 2.141 -0.105 -0.923  0.80
C8 2.720 -1.853 -1.512  -0.40
C9 2.174 -3.052 -0.554  -0.20
C10 0.862 0.413 -2.228  -0.44
C11 0.727 2.010 -2.454  -0.18
H1 4.538 -1.643 3.551  0.09
H2 0.095 0.726 2.805  0.12
H3 1.257 1.899 1.981  0.12
H4 -1.273 2.405 1.688  0.14
H5 -0.348 2.310 0.092  0.10
H6 -2.885 1.185 0.456  0.14
H7 -1.726 0.164 -0.550  0.11
H8 -1.382 -1.464 1.396  0.11
H9 -2.140 -0.248 2.694  0.15
H10 -2.821 -2.991 2.541  0.16
H11 3.861 -1.900 -1.650  0.09
H12 2.257 -2.038 -2.569  0.09
H13 2.820 -3.065 0.415  0.07
H14 1.043 -3.004 -0.343  0.06
H15 2.365 -4.092 -1.048  0.10
H16 -0.126 -0.132 -2.004  0.07
H17 1.242 -0.027 -3.242  0.10
H18 -0.415 2.229 -2.541  0.09
H19 1.189 2.314 -3.473  0.08
H20 1.129 2.655 -1.591  0.06
O3 1.009 5.006 -4.215  -0.33
P2 0.056 6.213 -4.108  0.77
N1 -0.079 6.361 -5.832  -0.31
C12 -0.309 7.578 -6.603  -0.13
C13 -0.794 5.260 -6.486  -0.15
N2 1.347 7.260 -3.586  -0.34
C14 1.849 8.381 -4.368  -0.15
C15 2.504 6.619 -2.947  -0.15
N3 -1.070 7.579 -3.934  -0.27
C16 -0.988 8.318 -2.650  -0.13
C17 -2.473 7.097 -3.980  -0.14
H21 -1.324 7.975 -6.483  0.08
H22 -0.159 7.387 -7.675  0.09
H23 0.394 8.373 -6.383  0.05
H24 -1.878 5.384 -6.415  0.06
H25 -0.540 4.298 -6.043  0.06
H26 -0.533 5.194 -7.548  0.08
H27 2.342 8.048 -5.288  0.09
H28 2.574 8.968 -3.794  0.08
H29 1.058 9.095 -4.605  0.07
H30 3.165 6.157 -3.692  0.08
H31 2.186 5.855 -2.233  0.06
H32 3.094 7.341 -2.377  0.08
H33 -1.058 7.638 -1.795  0.09
H34 -1.793 9.057 -2.575  0.09
H35 -0.072 8.901 -2.551  0.07
H36 -2.666 6.367 -3.187  0.08
H37 -2.712 6.628 -4.934  0.06
H38 -3.179 7.926 -3.871  0.09
O4 1.109 -6.460 2.339  -0.32
P3 0.399 -6.214 3.685  0.76
N4 0.689 -7.838 4.226  -0.31
C18 -0.136 -8.633 5.129  -0.13
C19 2.097 -8.151 4.492  -0.15
N5 -1.166 -6.179 2.919  -0.34
C20 -2.203 -7.178 3.144  -0.14
C21 -1.203 -5.830 1.491  -0.16
N6 -0.395 -5.877 5.242  -0.27
C22 -1.360 -4.750 5.242  -0.14
C23 0.612 -5.484 6.258  -0.14
H39 -0.103 -8.275 6.165  0.08
H40 0.202 -9.679 5.135  0.09
H41 -1.174 -8.699 4.826  0.05
H42 2.411 -7.793 5.477  0.06
H43 2.755 -7.701 3.750  0.07
H44 2.276 -9.232 4.456  0.08
H45 -1.912 -8.160 2.756  0.09
H46 -3.139 -6.889 2.655  0.08
H47 -2.467 -7.255 4.199  0.07
H48 -0.906 -6.682 0.867  0.09
H49 -0.545 -4.984 1.273  0.05
H50 -2.205 -5.521 1.179  0.07
H51 -0.909 -3.842 4.827  0.08
H52 -1.705 -4.534 6.259  0.09
H53 -2.272 -4.966 4.686  0.07
H54 1.170 -4.597 5.938  0.08
H55 1.330 -6.280 6.450  0.06
H56 0.138 -5.270 7.221  0.09

Values from the calculation:
Frontier orbital gap: 6.00 eV
Total charge: +1
HOMO level: -9.93 eV
LUMO level: -3.92 eV
E_tot: -80572.4719 eV